(1)
# C38H48BCl40FN3O3

11 unconnected molecules or ions with the total composition C38H48BCl40FN3O3 (ωB97M-V/def2-TZVPD, the Open Molecules 2025 dataset).

Cartesian coordinates (Å):
C (6.960, 2.126, 1.945)
C (6.041, 1.267, 0.892)
C (4.942, 2.211, 0.055)
C (3.802, 2.815, 1.089)
C (2.285, 2.160, 0.828)
C (2.315, 0.541, 0.888)
C (1.074, -0.211, 1.725)
C (1.236, 0.248, 3.267)
C (2.649, 0.866, 3.795)
C (1.594, -1.799, 1.609)
C (2.906, -2.180, 2.521)
N (0.526, -2.741, 2.064)
C (-0.793, -2.665, 1.265)
C (-1.666, -3.827, 2.094)
C (-1.213, -5.368, 1.829)
C (-0.519, -3.274, -0.173)
B (-0.178, -2.392, -1.490)
O (1.116, -1.839, -1.933)
O (-1.312, -2.152, -2.456)
C (-1.336, -1.121, 1.458)
C (-1.896, -0.897, 3.018)
C (-2.590, 0.505, 3.396)
C (-2.093, 2.042, 3.156)
C (-2.917, 3.412, 3.628)
C (-4.362, 3.290, 4.398)
C (-5.310, 4.529, 4.902)
C (-4.899, 1.762, 4.705)
C (-4.055, 0.450, 4.219)
C (-2.643, -0.741, 0.519)
C (-3.904, -1.734, 0.422)
C (-4.906, -1.881, 1.705)
F (-3.669, -3.032, -0.319)
N (-0.247, -0.147, 1.063)
O (-0.624, 0.955, 0.485)
C (-0.337, 1.152, -0.927)
N (0.008, 1.247, -2.187)
H (7.912, 1.500, 2.303)
H (7.388, 3.124, 1.481)
H (6.337, 2.319, 2.943)
H (6.802, 0.721, 0.152)
H (5.528, 0.409, 1.505)
H (4.498, 1.494, -0.772)
H (5.599, 3.045, -0.465)
H (4.179, 2.671, 2.187)
H (3.713, 3.974, 0.815)
H (1.995, 2.530, -0.270)
H (1.546, 2.632, 1.613)
H (3.379, 0.200, 1.205)
H (2.171, 0.152, -0.233)
H (1.064, -0.709, 3.966)
H (0.410, 1.012, 3.667)
H (2.617, 2.043, 3.600)
H (2.689, 0.759, 4.981)
H (3.619, 0.377, 3.363)
H (1.966, -1.916, 0.507)
H (3.904, -1.660, 2.201)
H (2.757, -2.051, 3.679)
H (3.087, -3.349, 2.356)
H (0.965, -3.710, 2.020)
H (0.377, -2.574, 3.097)
H (-2.816, -3.760, 1.945)
H (-1.500, -3.643, 3.264)
H (-1.433, -5.990, 2.799)
H (-0.115, -5.516, 1.440)
H (-1.917, -5.803, 0.969)
H (-1.366, -4.030, -0.552)
H (0.423, -4.008, -0.060)
H (0.987, -1.223, -2.723)
H (-1.228, -1.172, -2.671)
H (-2.712, -1.717, 3.325)
H (-1.054, -1.115, 3.836)
H (-1.061, 2.228, 2.653)
H (-2.510, 4.507, 3.438)
H (-6.244, 4.555, 4.160)
H (-5.771, 4.199, 5.952)
H (-4.773, 5.564, 4.996)
H (-5.918, 1.591, 5.290)
H (-4.525, -0.613, 4.498)
H (-3.108, 0.334, 0.754)
H (-2.362, -0.617, -0.639)
H (-4.616, -1.175, -0.371)
H (-5.905, -2.383, 1.280)
H (-4.546, -2.588, 2.560)
H (-5.219, -0.805, 2.035)
C (1.656, -6.356, -2.902)
Cl (0.584, -4.935, -2.976)
Cl (1.188, -7.382, -1.523)
Cl (1.511, -7.289, -4.413)
Cl (3.342, -5.817, -2.696)
C (1.356, 3.406, -5.056)
Cl (2.751, 3.490, -3.951)
Cl (1.751, 4.248, -6.576)
Cl (0.976, 1.700, -5.403)
Cl (-0.053, 4.185, -4.294)
C (-2.844, -8.751, 0.229)
Cl (-2.960, -10.505, -0.061)
Cl (-4.257, -7.935, -0.487)
Cl (-2.806, -8.441, 1.983)
Cl (-1.353, -8.122, -0.517)
C (6.756, -4.223, -3.865)
Cl (5.684, -2.802, -3.939)
Cl (6.288, -5.250, -2.486)
Cl (6.611, -5.156, -5.376)
Cl (8.442, -3.685, -3.659)
C (2.256, -6.814, 3.673)
Cl (1.539, -5.254, 4.151)
Cl (1.473, -8.131, 4.581)
Cl (2.011, -7.069, 1.927)
Cl (4.001, -6.800, 4.032)
C (-2.544, 5.429, -7.686)
Cl (-3.279, 3.977, -8.412)
Cl (-0.779, 5.211, -7.579)
Cl (-2.907, 6.848, -8.700)
Cl (-3.211, 5.679, -6.053)
C (-2.244, 0.450, -10.336)
Cl (-1.106, 0.819, -9.016)
Cl (-3.913, 0.508, -9.715)
Cl (-2.053, 1.651, -11.638)
Cl (-1.904, -1.178, -10.975)
C (1.656, 4.813, 5.211)
Cl (2.786, 4.132, 4.014)
Cl (0.043, 4.093, 4.983)
Cl (2.241, 4.450, 6.854)
Cl (1.554, 6.579, 4.994)
C (0.756, 7.683, 1.156)
Cl (0.039, 9.242, 1.635)
Cl (-0.027, 6.365, 2.065)
Cl (0.511, 7.428, -0.590)
Cl (2.501, 7.696, 1.516)
C (-7.044, 7.685, -9.932)
Cl (-6.728, 6.480, -11.205)
Cl (-6.055, 7.308, -8.499)
Cl (-6.623, 9.309, -10.533)
Cl (-8.770, 7.645, -9.491)

Total charge: +1

Löwdin population analysis, charges in e, atoms 1 to 5: -0.1545 -0.2665 -0.1934 -0.2085 -0.1796



(2)
# C38H48BrI2N4O3PSW

A molecular structure, C38H48BrI2N4O3PSW (ωB97M-V/def2-TZVPD, the Open Molecules 2025 dataset).

Cartesian coordinates (Å):
W (1.182, 1.917, 1.008)
C (2.618, -4.852, 0.066)
C (2.805, -4.066, 1.384)
C (3.787, -4.696, 2.391)
C (1.501, -3.781, 2.118)
C (3.437, -2.709, 0.958)
C (4.788, -2.526, 0.852)
C (5.373, -1.305, 0.582)
C (4.567, -0.288, 0.186)
S (5.084, 1.191, -0.662)
C (3.450, 1.814, -0.604)
N (2.534, 0.924, -0.005)
C (3.139, -0.363, 0.236)
C (2.607, -1.642, 0.462)
C (3.182, 3.244, -0.565)
C (3.577, 4.282, -1.431)
C (3.266, 5.582, -1.148)
C (2.318, 5.890, -0.158)
C (1.734, 4.866, 0.604)
C (2.160, 3.584, 0.347)
H (2.303, -5.877, 0.248)
H (3.538, -4.839, -0.488)
H (1.790, -4.441, -0.481)
H (3.353, -5.573, 2.984)
H (4.076, -3.952, 3.159)
H (4.732, -5.018, 1.895)
H (0.948, -4.669, 2.507)
H (0.669, -3.258, 1.599)
H (1.765, -3.106, 2.938)
H (5.455, -3.298, 1.069)
H (6.478, -1.181, 0.649)
H (1.574, -1.799, 0.279)
H (4.209, 4.024, -2.298)
H (3.663, 6.449, -1.737)
H (2.131, 6.886, 0.218)
H (1.015, 5.065, 1.353)
N (-4.382, -4.254, -1.221)
C (-5.226, -4.536, -0.212)
O (-5.113, -5.514, 0.466)
C (-6.442, -3.569, -0.098)
I (-8.057, -3.690, -1.692)
H (-3.372, -4.448, -1.198)
H (-4.682, -3.507, -1.862)
H (-6.069, -2.519, -0.247)
H (-6.941, -3.684, 0.891)
C (-3.502, 3.881, 1.270)
C (-1.965, 3.681, 1.275)
C (-1.421, 3.339, 2.685)
P (-1.050, 2.421, 0.127)
C (-1.865, 0.738, -0.063)
C (-2.993, 0.687, -1.097)
C (-2.334, -0.039, 1.210)
C (-0.977, 3.302, -1.558)
C (-1.975, 4.470, -1.758)
C (-1.081, 2.321, -2.716)
H (-3.645, 4.936, 1.447)
H (-3.969, 3.317, 2.080)
H (-3.922, 3.471, 0.311)
H (-1.445, 4.581, 0.930)
H (-1.639, 2.275, 2.944)
H (-1.972, 4.018, 3.374)
H (-0.351, 3.577, 2.823)
H (-1.050, 0.197, -0.459)
H (-2.745, 0.082, -1.950)
H (-3.320, 1.647, -1.514)
H (-3.879, 0.234, -0.608)
H (-3.211, 0.399, 1.646)
H (-1.541, -0.135, 1.981)
H (-2.565, -1.072, 0.877)
H (0.054, 3.622, -1.576)
H (-3.011, 4.045, -1.753)
H (-1.726, 4.942, -2.675)
H (-1.858, 5.221, -0.987)
H (-2.136, 1.874, -2.794)
H (-0.452, 1.467, -2.572)
H (-0.835, 2.817, -3.675)
I (-1.196, -1.983, 4.663)
C (0.001, -0.342, 4.232)
C (0.654, 0.716, 4.909)
N (1.226, 1.548, 4.018)
N (1.013, 1.089, 2.772)
C (0.416, -0.172, 2.906)
H (0.675, 0.922, 6.019)
H (1.807, 2.367, 4.171)
H (0.424, -0.759, 2.001)
Br (1.556, 1.260, -4.552)
C (0.817, -0.472, -4.083)
C (1.451, -1.268, -3.112)
C (0.707, -2.277, -2.483)
C (-0.483, -2.713, -3.091)
C (-0.805, -2.214, -4.398)
C (-0.311, -0.956, -4.753)
C (-1.566, -3.475, -2.382)
O (-2.608, -3.654, -3.043)
O (-1.278, -3.826, -1.176)
H (2.497, -0.924, -2.888)
H (1.006, -2.809, -1.597)
H (-1.536, -2.696, -5.015)
H (-0.617, -0.437, -5.685)

<S²>: 2.018
Multiplicity: 3
Total charge: +2

Löwdin population analysis, charges in e, atoms 1 to 5: 1.5057 0.0060 -0.5249 -0.0487 -0.0708



(3)
# C38H48ClN5O4Pb

A molecular structure, C38H48ClN5O4Pb (ωB97M-V/def2-TZVPD, the Open Molecules 2025 dataset).

Cartesian coordinates (Å):
Pb (-1.115, 0.791, -0.713)
C (2.226, -4.468, -0.940)
O (2.762, -3.164, -1.095)
C (3.947, -2.897, -0.496)
C (4.804, -3.866, 0.012)
C (6.017, -3.494, 0.581)
C (6.381, -2.161, 0.659)
C (5.508, -1.190, 0.185)
C (4.296, -1.540, -0.387)
N (3.424, -0.538, -0.881)
C (2.205, -0.204, -0.326)
N (1.806, -1.020, 0.675)
C (0.648, -1.038, 1.483)
C (-0.538, -0.347, 1.242)
C (-1.528, -0.472, 2.227)
C (-1.396, -1.275, 3.351)
C (-0.229, -2.007, 3.531)
C (0.782, -1.873, 2.606)
O (1.959, -2.601, 2.742)
C (2.911, -1.965, 3.591)
N (1.530, 0.832, -0.714)
C (2.102, 1.624, -1.737)
C (1.689, 1.448, -3.059)
C (2.203, 2.213, -4.091)
C (3.154, 3.186, -3.813)
C (3.579, 3.377, -2.510)
C (3.068, 2.605, -1.469)
O (3.632, 2.821, -0.242)
C (2.800, 2.845, 0.919)
H (1.225, -4.430, -1.361)
H (2.169, -4.742, 0.116)
H (2.816, -5.211, -1.483)
H (4.541, -4.911, -0.048)
H (6.678, -4.262, 0.961)
H (7.325, -1.874, 1.101)
H (5.755, -0.138, 0.264)
H (3.822, 0.167, -1.481)
H (2.451, -1.753, 0.927)
H (-2.440, 0.106, 2.114)
H (-2.196, -1.336, 4.079)
H (-0.088, -2.671, 4.374)
H (3.808, -2.581, 3.579)
H (2.530, -1.888, 4.611)
H (3.152, -0.962, 3.226)
H (0.945, 0.684, -3.251)
H (1.863, 2.050, -5.106)
H (3.565, 3.796, -4.607)
H (4.324, 4.123, -2.263)
H (3.279, 3.534, 1.613)
H (2.716, 1.861, 1.379)
H (1.803, 3.206, 0.677)
C (-4.449, -4.874, -2.099)
C (-5.221, -3.642, -1.642)
N (-4.468, -2.783, -0.740)
C (-4.294, -3.247, 0.631)
C (-2.885, -3.747, 0.942)
C (-3.873, -1.618, -1.139)
C (-3.924, -1.263, -2.601)
N (-3.259, -0.812, -0.349)
H (-5.054, -5.473, -2.781)
H (-4.177, -5.504, -1.251)
H (-3.531, -4.585, -2.614)
H (-6.136, -3.950, -1.129)
H (-5.539, -3.061, -2.503)
H (-5.014, -4.051, 0.790)
H (-4.573, -2.449, 1.326)
H (-2.628, -4.593, 0.302)
H (-2.824, -4.071, 1.982)
H (-2.136, -2.968, 0.797)
H (-3.600, -2.091, -3.233)
H (-3.268, -0.412, -2.763)
H (-4.935, -0.983, -2.899)
H (-3.283, -1.113, 0.618)
Cl (-1.900, 7.446, 1.844)
C (-1.486, 6.101, 0.810)
C (-2.393, 5.186, 0.482)
C (-2.012, 3.966, -0.327)
C (-0.795, 4.266, -1.179)
C (-0.634, 3.764, -2.404)
C (0.210, 5.184, -0.634)
C (-0.112, 6.060, 0.322)
H (-3.398, 5.279, 0.867)
H (-2.839, 3.711, -0.995)
H (0.270, 3.957, -2.970)
H (-1.395, 3.153, -2.873)
H (1.199, 5.180, -1.079)
H (0.600, 6.778, 0.707)
C (-4.000, 2.829, 1.686)
O (-3.070, 2.100, 0.913)
C (-1.802, 2.699, 0.568)
C (-0.983, 2.996, 1.809)
H (-4.570, 3.537, 1.075)
H (-3.529, 3.371, 2.512)
H (-4.701, 2.103, 2.101)
H (-1.443, 3.741, 2.469)
H (-0.012, 3.400, 1.519)
H (-0.806, 2.089, 2.384)

Löwdin population analysis, charges in e, atoms 1 to 5: 1.2958 -0.0610 -0.0717 -0.2399 -0.0120



Result set for calculated total energy: -20398.09363; -5896.75594; -2704.47655 Eh, one per record in the order listed.
Result set for max |F|: 11.719; 3.424; 0.160 eV/A, one per record in the order listed.